Below is an isolated ion of composition C5H11N2O and charge +1 in a non-equilibrium geometry, with properties calculated with ωB97M-V with the def2-TZVPD basis set.

Calculated values
lowest unoccupied orbital energy	-3.51	eV
relative energy (zero: lowest compared OMol25 entry of this formula, charge and spin)	384.37	kJ/mol
maximum force	4.67	eV Å⁻¹
orbital gap	10.73	eV
SMILES string	CC1(/[N+](O)=C/N)CC1

Structure (ORCA input):
```
! wB97M-V def2-TZVPD RIJCOSX def2/J DEFGRID3
* xyz 1 1
C 1.4346 -0.9418 -0.2020
H 0.8400 -1.7106 -0.5372
H -1.8356 1.4227 -1.5623
C -1.2209 0.5024 -1.4719
H -2.3440 -1.2698 0.4170
C -1.3617 0.7883 1.2384
C -1.4828 -0.7392 0.8331
H -0.3577 0.4170 -2.2140
H 0.9857 2.1033 0.0305
N 0.7783 0.1338 0.1012
H 3.2700 -1.8779 -0.2770
C -0.6641 0.2814 -0.0147
O 1.4714 1.3113 0.2691
H -0.9719 -1.3825 1.5887
H -2.0193 1.6073 1.0809
H 3.4343 -0.2394 0.2632
H -0.8888 1.0159 2.1934
H -1.8465 -0.3980 -1.7031
N 2.7789 -1.0243 -0.0331
*
```